No. 1
C57H98ClN20PS | ωB97M-V with the def2-TZVPD basis set

Positions of all 178 atoms, in Å:
C: 1.0141 -1.4686 3.0779
C: 1.9363 -0.2532 2.9073
C: 3.2808 -0.5978 2.2661
C: 3.3396 -0.5358 0.7261
C: 2.0358 -0.8015 -0.0091
C: 2.1804 -0.5834 -1.5119
C: 1.9992 0.8927 -1.8709
C: 1.5526 1.1235 -3.3009
C: 0.7858 2.4251 -3.5607
C: 1.6943 3.6150 -3.9143
P: 2.7091 4.3097 -2.5402
S: 4.6257 3.2194 -3.1972
C: 3.5447 5.9372 -2.4808
C: 4.2976 6.5885 -3.6621
C: 5.8220 6.3802 -3.6296
C: 3.6897 6.3569 -5.0418
C: 1.1977 5.0707 -1.5383
Cl: 0.5797 3.8929 -0.3259
C: 0.0105 5.6536 -2.2843
C: 0.3630 6.8260 -3.1889
H: 1.1508 -1.8890 4.0695
H: -0.0304 -1.2016 2.9599
H: 1.2654 -2.2388 2.3573
H: 2.1383 0.1489 3.8974
H: 1.4285 0.5326 2.3567
H: 3.5833 -1.5795 2.6233
H: 4.0162 0.1036 2.6530
H: 3.7518 0.4288 0.4393
H: 4.0413 -1.2996 0.3946
H: 1.7009 -1.8091 0.2130
H: 1.2453 -0.1410 0.3361
H: 1.4422 -1.1870 -2.0365
H: 3.1754 -0.9206 -1.8064
H: 1.2366 1.2781 -1.2034
H: 2.9588 1.3768 -1.7103
H: 2.3912 1.1173 -3.9943
H: 0.9176 0.3041 -3.6071
H: 0.0618 2.6494 -2.7845
H: 0.2060 2.2465 -4.4654
H: 2.4057 3.2359 -4.6373
H: 1.1529 4.3953 -4.4385
H: 2.9331 3.4888 -1.4332
H: 4.8539 3.5394 -4.4735
H: 4.2525 5.8184 -1.6636
H: 2.8118 6.6508 -2.1283
H: 4.1752 7.6555 -3.4894
H: 6.2171 6.1407 -4.6111
H: 6.3197 7.2811 -3.2813
H: 6.1086 5.5742 -2.9674
H: 2.7880 6.9430 -5.1758
H: 4.3883 6.7228 -5.7890
H: 3.5031 5.3142 -5.2723
H: 1.5806 5.8610 -0.8990
H: -0.5463 4.8879 -2.8151
H: -0.6842 6.0409 -1.5390
H: -0.5516 7.2668 -3.5709
H: 0.8768 7.5951 -2.6187
H: 0.9706 6.5183 -4.0302
C: -0.7624 -2.8590 -3.8720
C: -0.2237 -1.9069 -4.8269
N: 0.2024 -1.1534 -5.5826
H: -1.5343 -3.4759 -4.3283
H: 0.0226 -3.5193 -3.5033
H: -1.1947 -2.3511 -3.0115
C: -0.5888 5.2644 2.6017
C: -1.0049 6.0404 3.7819
N: -1.4450 6.6701 4.6351
H: -1.4650 4.7462 2.2161
H: -0.2148 5.9173 1.8168
H: 0.1742 4.5187 2.8172
C: -1.3899 -4.5730 1.3950
C: -0.8768 -3.6299 0.4158
N: -0.4726 -2.8845 -0.3582
H: -2.1700 -5.1930 0.9615
H: -0.5992 -5.2335 1.7450
H: -1.8024 -4.0431 2.2523
C: -4.5006 -6.9529 -1.3241
C: -3.5929 -7.3012 -0.2491
N: -2.8724 -7.5762 0.6023
H: -3.9516 -6.7674 -2.2464
H: -5.2108 -7.7589 -1.4945
H: -5.0633 -6.0534 -1.0794
C: 3.6425 6.9987 0.7832
C: 2.9895 8.1905 0.2900
N: 2.4632 9.0180 -0.3072
H: 3.3625 6.7511 1.8036
H: 3.3735 6.1504 0.1552
H: 4.7244 7.1208 0.7409
C: 5.4810 6.2347 4.3757
C: 4.3277 5.5080 3.9391
N: 3.4079 4.9292 3.5918
H: 5.3452 6.5685 5.4020
H: 6.3676 5.6069 4.3479
H: 5.6499 7.1156 3.7562
C: -5.7084 -10.5846 1.1880
C: -6.3321 -9.6305 0.2907
N: -6.8001 -8.8498 -0.4106
H: -6.0046 -10.3869 2.2140
H: -6.0091 -11.5961 0.9318
H: -4.6234 -10.5105 1.1335
C: -6.0945 -5.3752 -4.6077
C: -4.9215 -4.7346 -4.0419
N: -4.0003 -4.2233 -3.5838
H: -6.9442 -5.2787 -3.9307
H: -6.3590 -4.9213 -5.5595
H: -5.9113 -6.4352 -4.7870
C: 3.9855 9.8297 5.9121
C: 5.3497 9.7194 5.4253
N: 6.4269 9.6162 5.0422
H: 3.9036 10.6581 6.6123
H: 3.2985 9.9992 5.0844
H: 3.7000 8.9177 6.4327
C: -9.5141 -5.9240 -6.5298
C: -8.2289 -6.4254 -6.9817
N: -7.1661 -6.7665 -7.2494
H: -9.4108 -4.8852 -6.2174
H: -10.2596 -5.9723 -7.3214
H: -9.8777 -6.5028 -5.6822
C: 1.3939 5.6139 6.3531
C: 1.9740 4.6932 7.3283
N: 2.4401 3.9683 8.1004
H: 0.4230 5.2635 6.0106
H: 1.2504 6.5975 6.7966
H: 2.0510 5.7306 5.4926
C: 4.2078 -3.6588 -2.9723
C: 3.0231 -4.4903 -3.1055
N: 2.0827 -5.1382 -3.2189
H: 4.0602 -2.9190 -2.1875
H: 5.0734 -4.2687 -2.7205
H: 4.4081 -3.1351 -3.9051
C: 4.9600 3.4982 10.7360
C: 6.3251 3.9368 10.8538
N: 7.4191 4.2928 10.9518
H: 4.6855 3.3637 9.7108
H: 4.8170 2.5532 11.2567
H: 4.2810 4.2320 11.1662
C: -3.5924 -0.6949 -2.7189
C: -2.4589 -0.0003 -2.1287
N: -1.5528 0.5377 -1.6744
H: -4.4560 -0.6326 -2.0580
H: -3.8496 -0.2448 -3.6769
H: -3.3568 -1.7472 -2.8804
C: -6.9448 -1.8066 -4.0469
C: -8.1035 -2.3568 -4.7324
N: -9.0167 -2.7922 -5.2747
H: -6.8578 -0.7409 -4.2508
H: -7.0398 -1.9489 -2.9718
H: -6.0338 -2.3010 -4.3825
C: -9.8327 -11.3256 -2.2244
C: -8.9962 -11.6923 -1.0956
N: -8.3100 -11.9616 -0.2173
H: -9.2166 -11.1470 -3.1035
H: -10.5397 -12.1220 -2.4487
H: -10.3881 -10.4170 -2.0003
C: -8.1600 -12.7457 3.7768
C: -6.7101 -12.6481 3.7531
N: -5.5648 -12.5903 3.7115
H: -8.5561 -12.6260 2.7686
H: -8.4673 -13.7166 4.1604
H: -8.5828 -11.9707 4.4133
C: -4.4736 -9.8325 -7.9555
C: -4.6818 -9.1257 -6.7039
N: -4.8455 -8.5470 -5.7281
H: -5.4196 -10.2131 -8.3354
H: -4.0479 -9.1615 -8.6989
H: -3.7928 -10.6692 -7.8110
C: 5.4060 1.9307 5.8977
C: 5.8662 3.2472 6.4242
N: 6.2400 4.3133 6.7794
H: 5.5087 1.1319 6.6362
H: 4.3595 1.9910 5.6065
H: 5.9904 1.6536 5.0224
C: 7.9721 7.0824 8.4190
C: 6.7859 7.8884 8.3994
N: 5.8653 8.5437 8.3799
H: 8.0278 6.4782 7.5162
H: 8.8575 7.7145 8.4810
H: 7.9535 6.4285 9.2698

Force components x, y, z for each atom (eV/Å):
C 0.3 0.2 0.0
C 0.0 -0.2 0.2
C -0.1 0.3 -0.1
C -0.1 -0.2 0.4
C 0.2 0.0 0.0
C -0.1 0.0 0.2
C 0.2 -0.5 -0.2
C -0.2 0.3 -0.1
C 0.2 0.0 -0.3
C 0.4 -0.2 -0.1
P -0.8 0.1 0.4
S 0.5 -0.4 0.1
C 0.2 0.5 -0.5
C 0.2 0.1 0.0
C 0.0 -0.2 0.1
C 0.3 0.1 0.0
C -0.2 -0.1 -0.1
Cl 0.0 -0.3 0.1
C -0.2 0.3 0.3
C -0.1 -0.2 0.2
H 0.0 -0.2 0.1
H -0.2 0.0 0.0
H -0.1 -0.1 -0.2
H 0.0 0.2 0.1
H 0.0 0.2 -0.1
H 0.0 -0.2 0.0
H 0.3 0.0 0.0
H 0.0 0.2 -0.2
H 0.3 0.0 -0.1
H 0.0 -0.2 -0.1
H -0.2 0.1 0.2
H -0.1 -0.1 -0.1
H 0.1 -0.1 -0.3
H 0.0 0.3 0.1
H 0.0 0.4 0.3
H 0.3 -0.2 0.0
H -0.3 -0.2 0.0
H 0.0 0.0 0.3
H -0.2 0.1 -0.1
H 0.2 0.0 -0.1
H -0.2 0.3 0.3
H 0.1 0.0 0.1
H 0.0 0.1 -0.1
H 0.1 -0.2 0.1
H -0.1 0.1 -0.1
H -0.2 0.2 0.1
H 0.1 0.0 -0.2
H 0.1 0.2 0.0
H 0.1 -0.2 0.1
H -0.3 -0.1 0.0
H 0.1 0.0 -0.2
H -0.1 -0.2 0.0
H 0.2 0.1 0.0
H 0.1 -0.2 -0.2
H -0.1 0.0 0.2
H -0.1 0.1 -0.2
H 0.2 0.2 0.0
H 0.2 0.1 -0.2
C -0.1 -0.3 0.2
C 0.0 0.1 -0.1
N -0.1 -0.1 0.0
H 0.0 0.0 -0.1
H 0.1 0.0 0.0
H 0.1 0.1 0.0
C -0.2 0.0 0.2
C -0.1 -0.2 -0.6
N 0.2 0.0 0.2
H 0.0 0.0 0.0
H 0.0 0.1 0.1
H 0.0 0.1 0.2
C -0.1 -0.1 0.2
C 0.1 0.1 -0.1
N -0.1 -0.1 -0.1
H 0.0 0.0 -0.1
H 0.1 0.0 -0.1
H 0.0 0.1 0.0
C -0.1 0.1 -0.5
C 0.1 -0.1 0.1
N -0.1 0.0 0.0
H 0.1 0.0 0.1
H 0.1 0.0 0.1
H 0.0 0.0 0.1
C 0.4 -0.3 0.5
C -0.2 -0.1 -0.7
N -0.1 0.2 0.3
H -0.1 0.1 0.0
H 0.0 0.1 0.1
H 0.0 0.0 0.0
C 0.7 0.6 0.2
C 0.3 0.0 0.1
N -0.9 -0.5 -0.3
H 0.0 0.0 0.1
H 0.0 -0.1 0.0
H 0.0 0.0 0.0
C 0.2 -0.1 0.1
C 0.0 0.2 -0.1
N -0.1 -0.2 0.1
H 0.0 0.1 0.0
H -0.1 0.0 -0.1
H 0.0 0.1 0.0
C -0.2 -0.2 0.0
C 0.1 0.0 0.1
N -0.1 0.1 0.0
H 0.1 0.0 0.1
H 0.1 0.0 0.0
H 0.1 0.0 0.0
C -0.2 0.0 0.1
C 0.2 0.0 0.0
N -0.1 0.0 -0.1
H 0.0 0.0 0.0
H 0.0 0.0 0.0
H 0.1 0.0 0.0
C -0.4 0.1 0.0
C 0.2 0.0 0.2
N -0.1 -0.1 -0.3
H 0.0 0.0 0.0
H 0.1 0.0 -0.1
H 0.1 -0.1 0.0
C 0.0 0.2 0.0
C 0.4 -0.6 0.6
N -0.4 0.7 -0.8
H 0.0 -0.1 0.1
H 0.0 0.0 0.1
H 0.0 -0.2 0.0
C 0.2 0.1 0.1
C -0.1 0.0 0.0
N 0.0 0.0 0.0
H -0.1 0.0 0.0
H 0.0 0.0 0.0
H 0.0 0.0 0.0
C -0.6 -0.2 0.5
C 1.4 0.5 0.1
N -0.8 -0.2 -0.1
H -0.1 0.0 -0.7
H 0.1 0.0 0.1
H 0.0 0.0 0.0
C -0.2 -0.1 -0.1
C 0.1 0.0 0.0
N 0.0 0.0 0.0
H 0.0 0.0 0.0
H 0.0 0.0 0.0
H 0.0 0.0 0.0
C 0.2 0.1 0.1
C -0.1 0.0 -0.1
N 0.1 0.0 0.1
H -0.1 0.0 0.0
H 0.0 0.0 0.0
H 0.0 0.0 0.0
C -0.2 0.1 -0.2
C 0.2 0.0 0.1
N -0.1 -0.1 0.1
H 0.1 0.0 0.0
H 0.0 0.0 0.0
H 0.0 0.0 0.0
C -0.3 0.0 0.0
C 0.1 -0.1 0.0
N 0.0 0.0 0.1
H 0.1 0.0 0.0
H 0.0 0.0 0.0
H 0.0 0.0 0.0
C 0.0 -0.1 -0.2
C 0.0 0.1 0.1
N 0.0 0.0 0.1
H 0.0 0.0 0.0
H 0.0 0.1 0.0
H 0.0 0.0 0.0
C 0.2 0.4 0.3
C 1.0 2.8 0.8
N -1.3 -3.7 -1.2
H 0.1 0.3 0.1
H 0.0 0.1 0.0
H 0.1 0.1 0.0
C 0.7 -0.1 -0.3
C 1.3 -0.8 0.0
N -2.0 1.3 -0.1
H 0.0 0.0 0.0
H -0.1 0.0 0.0
H 0.0 -0.4 0.4

Summary:
Spin multiplicity ... 1
M ... 1162.05 Da
Gap between HOMO and LUMO ... 8.3 eV
E_tot ... -123141.08947 eV

***

No. 2
C40H51F6N5O7RhS4SbSi3 | ωB97M-V with the def2-TZVPD basis set

Positions of all 118 atoms, in Å:
Rh: -0.4550 0.7406 0.8847
C: 0.6012 3.3138 3.1403
O: 0.0253 2.0210 2.9034
Si: -1.4020 1.5064 3.6216
C: -1.0878 1.1320 5.4050
C: -2.6798 2.8237 3.5460
C: -1.6454 -0.0211 2.5729
Si: -0.7835 -1.5824 3.2012
C: 0.9017 -1.1905 3.9250
C: -1.7947 -2.2763 4.6122
C: -0.7221 -2.9770 1.9553
Si: -3.4515 -0.3838 2.0789
C: -3.7135 -2.0979 1.4061
C: -4.1620 0.8159 0.8782
C: -4.4227 -0.3093 3.6845
H: 0.5089 3.5719 4.1993
H: 0.1024 4.0770 2.5434
H: 1.6592 3.2708 2.8868
H: -1.0461 2.0666 5.9742
H: -0.1462 0.5997 5.5444
H: -1.8928 0.5256 5.8344
H: -2.5498 3.4854 4.4078
H: -3.6975 2.4307 3.5757
H: -2.5765 3.4262 2.6461
H: 0.8300 -1.0961 5.0127
H: 1.3127 -0.2573 3.5302
H: 1.6192 -1.9862 3.7073
H: -1.9497 -1.5509 5.4155
H: -1.2643 -3.1393 5.0330
H: -2.7733 -2.6211 4.2696
H: -0.7735 -2.6297 0.9233
H: -1.5566 -3.6634 2.1203
H: 0.2087 -3.5383 2.0845
H: -3.0702 -2.3144 0.5514
H: -4.7541 -2.1615 1.0656
H: -3.5602 -2.8720 2.1635
H: -3.4870 1.0357 0.0523
H: -4.4154 1.7742 1.3339
H: -5.0748 0.3878 0.4457
H: -4.3157 -1.2350 4.2536
H: -5.4853 -0.1799 3.4486
H: -4.1276 0.5177 4.3363
N: -0.8513 7.5868 -4.6460
C: -1.0425 6.7904 -3.5236
C: -1.4897 5.4761 -3.6617
C: -1.7209 4.6959 -2.5439
C: -1.4991 5.2260 -1.2801
C: -1.0484 6.5284 -1.1249
C: -0.8315 7.3098 -2.2429
S: -1.8336 4.2496 0.1290
O: -3.1541 3.7108 -0.0345
O: -1.5345 5.0662 1.2845
N: -0.8213 2.9443 0.1004
C: 0.5151 3.1833 0.0752
N: 1.0880 4.3617 -0.2003
C: 2.4093 4.3925 -0.1893
C: 3.2108 3.2889 0.1112
C: 2.5416 2.1216 0.4022
N: 1.2182 2.0678 0.3785
H: -0.7465 7.1106 -5.5245
H: -0.2574 8.3896 -4.5390
H: -1.6590 5.0613 -4.6482
H: -2.0792 3.6788 -2.6538
H: -0.8713 6.9131 -0.1286
H: -0.4939 8.3351 -2.1318
H: 2.8596 5.3541 -0.4225
H: 4.2900 3.3419 0.1204
H: 3.0556 1.2017 0.6617
F: -2.3443 -2.3408 -3.5282
C: -2.7032 -1.2985 -2.8023
F: -3.5016 -1.7037 -1.8204
F: -3.3453 -0.4262 -3.5512
S: -1.1817 -0.4891 -2.0249
O: -1.5920 -0.4373 -0.6156
O: -0.0510 -1.3731 -2.2469
N: -1.0390 0.9385 -2.6341
S: -0.6003 1.0265 -4.1937
O: -0.7322 -0.2379 -4.8687
O: -1.1400 2.2016 -4.7959
C: 1.2443 1.3421 -4.0828
F: 1.5170 2.5378 -4.5834
F: 1.6724 1.3017 -2.8193
F: 1.8911 0.4155 -4.7824
S: 1.3796 -0.8719 0.7895
Sb: 1.7325 -2.5393 -0.7750
C: 3.2917 -3.5232 0.2789
C: 3.2453 -3.6506 1.6680
C: 4.2527 -4.3313 2.3405
C: 5.3141 -4.8779 1.6295
C: 5.3708 -4.7463 0.2483
C: 4.3627 -4.0707 -0.4290
C: 0.4965 -4.1858 -1.1839
C: -0.2515 -4.2799 -2.3547
C: -0.9770 -5.4371 -2.6073
C: -0.9619 -6.4846 -1.6967
C: -0.2132 -6.3880 -0.5327
C: 0.5265 -5.2417 -0.2753
C: 2.8200 -2.0043 -2.4766
C: 3.7494 -0.9747 -2.3501
C: 4.5506 -0.6398 -3.4323
C: 4.4218 -1.3322 -4.6303
C: 3.4954 -2.3593 -4.7506
C: 2.6868 -2.7012 -3.6723
H: 2.4311 -3.2042 2.2245
H: 4.2125 -4.4264 3.4201
H: 6.1007 -5.4063 2.1537
H: 6.2031 -5.1655 -0.3048
H: 4.4194 -3.9712 -1.5078
H: -0.2807 -3.4632 -3.0585
H: -1.5616 -5.5124 -3.5166
H: -1.5356 -7.3812 -1.8966
H: -0.1977 -7.2060 0.1764
H: 1.1192 -5.1796 0.6273
H: 3.8418 -0.4288 -1.4174
H: 5.2725 0.1628 -3.3412
H: 5.0414 -1.0637 -5.4778
H: 3.3959 -2.8954 -5.6862
H: 1.9645 -3.5018 -3.7752

Force components x, y, z for each atom (eV/Å):
Rh 0.9 0.3 0.0
C -0.1 -0.1 -0.1
O 0.2 -0.1 -0.2
Si 0.0 -0.6 -0.2
C 0.1 0.0 0.4
C -0.2 0.3 -0.1
C 0.0 -0.2 -1.2
Si -0.2 0.4 0.1
C 0.3 0.0 0.1
C -0.2 -0.1 0.3
C -0.1 -0.2 -0.1
Si 0.4 0.0 0.5
C 0.0 -0.3 -0.2
C -0.2 0.4 -0.3
C -0.2 0.0 0.2
H 0.0 -0.1 0.0
H 0.0 0.0 0.0
H 0.0 0.0 0.0
H 0.0 -0.1 0.0
H -0.1 0.1 0.1
H 0.1 0.1 0.0
H -0.1 0.0 -0.1
H 0.1 0.1 0.0
H -0.1 0.1 0.0
H 0.0 -0.1 -0.1
H 0.0 -0.1 0.1
H 0.0 0.1 0.1
H 0.0 -0.1 -0.1
H 0.0 0.1 0.0
H 0.1 0.0 0.1
H -0.1 -0.1 0.1
H 0.1 0.0 0.0
H -0.1 0.0 0.0
H -0.1 0.0 0.1
H 0.1 0.0 0.0
H -0.1 0.1 -0.1
H 0.0 0.0 0.0
H 0.0 0.0 0.0
H 0.1 0.1 0.1
H -0.1 0.1 0.0
H 0.1 0.0 0.1
H -0.1 -0.1 0.0
N -0.1 0.0 0.1
C 0.1 0.1 -0.1
C 0.0 -0.2 0.0
C 0.0 0.0 0.0
C 0.1 0.0 -0.2
C 0.0 0.0 -0.1
C 0.0 0.1 0.0
S 0.1 -0.2 -0.1
O -0.1 -0.1 0.3
O -0.1 -0.1 0.0
N 0.2 0.2 0.2
C -0.5 -0.1 0.1
N 0.2 0.0 0.1
C 0.0 0.0 0.0
C 0.0 0.2 0.0
C 0.0 -0.2 0.0
N -0.1 0.0 -0.6
H 0.0 0.0 0.0
H 0.0 0.0 0.0
H 0.0 0.0 0.0
H 0.0 0.0 0.0
H 0.0 0.0 -0.1
H 0.0 0.0 0.0
H 0.0 0.0 0.0
H -0.1 0.0 0.0
H 0.0 0.0 0.0
F 0.0 -0.2 -0.2
C 0.2 0.1 0.4
F -0.1 -0.1 -0.1
F -0.1 0.1 -0.1
S 0.3 0.2 0.3
O 0.2 0.7 0.2
O -0.3 0.1 -0.2
N -0.2 -0.4 -0.2
S -0.2 -0.3 -0.1
O 0.0 0.2 0.2
O 0.0 0.0 0.3
C -0.2 -0.1 0.1
F 0.1 0.1 -0.1
F 0.0 0.0 0.0
F 0.0 0.1 0.0
S -0.3 0.2 0.4
Sb 0.2 -0.2 0.1
C 0.1 0.0 0.1
C 0.1 0.0 -0.1
C 0.0 0.0 0.0
C 0.0 0.0 0.0
C 0.0 0.0 0.0
C -0.1 0.0 0.1
C -0.1 -0.1 0.0
C 0.0 -0.1 0.1
C 0.0 0.0 0.0
C 0.0 0.0 0.0
C 0.1 0.1 0.0
C -0.1 0.0 -0.2
C 0.0 0.2 -0.1
C 0.0 -0.1 -0.1
C 0.0 -0.1 0.0
C 0.0 0.0 0.0
C 0.0 0.0 0.0
C 0.1 0.1 0.0
H 0.0 0.0 0.0
H 0.0 0.0 -0.1
H 0.0 0.0 0.0
H 0.0 0.0 0.0
H 0.0 0.0 0.0
H 0.0 0.0 0.0
H 0.0 0.0 0.0
H 0.0 0.0 0.0
H 0.0 0.0 0.0
H 0.0 0.0 0.0
H 0.0 0.0 0.0
H 0.0 0.0 0.0
H 0.0 0.0 0.0
H 0.0 0.0 0.0
H 0.0 0.0 0.0

Summary:
Spin multiplicity ... 1
M ... 1265.06 Da
Gap between HOMO and LUMO (spin up / spin down) ... 6.1 / 6.6 eV
E_tot ... -156916.32322 eV

***

Which of these has the lowest M? C57H98ClN20PS

***

Which of these has the highest E_tot? C57H98ClN20PS

***

Which of these has the lowest M? C57H98ClN20PS

***

Which of these has the lowest M? C57H98ClN20PS